No. 1
{"formula": "C29H18ClI2N4O4Pt", "method": "ωB97M-V with the def2-TZVPD basis set", "elements": ["Pt", "I", "I", "Cl", "O", "O", "O", "O", "N", "N", "N", "N", "C", "C", "C", "C", "C", "C", "C", "C", "C", "C", "C", "C", "C", "C", "C", "C", "C", "C", "C", "C", "C", "C", "C", "C", "C", "C", "C", "C", "C", "H", "H", "H", "H", "H", "H", "H", "H", "H", "H", "H", "H", "H", "H", "H", "H", "H", "H"], "positions_angstrom": [[-0.17299, 0.26349, 0.27378], [3.08801, 4.64085, 0.07785], [-2.10563, 7.34628, -0.79048], [-7.17443, -1.61209, -1.11443], [1.04472, 2.27968, 0.62602], [-0.21229, 2.90324, -2.58731], [1.57642, -0.91820, -1.05654], [-1.39168, -0.69352, -1.27237], [0.94862, -0.14904, 2.16264], [-1.34609, -1.28219, 1.39567], [-1.62490, 2.04491, 0.45659], [0.56791, 0.98546, -1.59854], [-2.94606, 1.95064, 0.44952], [0.41821, 1.86798, -2.64136], [-1.80732, 4.38941, -0.05288], [-4.72472, -1.53621, 0.01652], [-0.71870, -1.80306, 2.55165], [-3.20329, 4.26118, -0.07642], [2.09415, 0.41959, 2.47000], [1.17695, -1.60615, 4.08116], [-5.45636, -1.36697, -1.11658], [1.93046, 0.08586, -3.30408], [1.38267, -0.03962, -1.90768], [-2.59544, -1.55195, 1.19406], [2.38679, -0.95078, 4.40152], [0.40043, 3.29570, 0.31805], [-3.77219, 3.04281, 0.19030], [-1.14651, -2.90137, 3.24906], [-3.46301, -0.78571, -2.35255], [-3.32372, -1.31006, 0.00322], [-0.45914, -3.33614, 4.40197], [0.67248, -2.70149, 4.82046], [1.20619, 1.33302, -3.83464], [1.03686, 4.55692, 0.03990], [-4.81372, -0.99623, -2.31436], [-1.09784, 5.61421, -0.32234], [-2.66841, -0.91667, -1.18717], [0.28779, 5.67212, -0.27956], [0.47755, -1.16474, 2.94535], [2.84494, 0.04905, 3.59920], [-1.06193, 3.24323, 0.23037], [-0.82923, -4.19818, 4.93982], [2.94731, -1.26802, 5.27238], [-5.40750, -0.87983, -3.21193], [-4.84479, 2.91162, 0.18920], [0.78896, 6.60424, -0.49925], [-3.82041, 5.12126, -0.29750], [1.21406, -3.04338, 5.69303], [-2.00325, -3.46495, 2.90529], [1.86764, 2.10770, -4.21706], [-3.36575, 0.97715, 0.64133], [2.44518, 1.19405, 1.80552], [3.77673, 0.55785, 3.80089], [0.49085, 1.09635, -4.62256], [-5.20994, -1.83887, 0.93712], [-3.14254, -2.03375, 2.00537], [1.73102, -0.82499, -3.86522], [-2.96834, -0.50038, -3.27121], [3.01258, 0.20784, -3.25197]], "forces_ev_per_angstrom": [[-0.16, 0.03, -0.38], [0.03, -0.03, 0.01], [-0.05, 0.05, -0.02], [0.08, 0.01, 0.01], [0.03, 0.00, 0.07], [-0.02, -0.03, -0.02], [0.02, 0.03, -0.12], [-0.26, -0.01, 0.08], [0.12, -0.04, 0.12], [0.07, -0.01, 0.31], [-0.15, -0.02, 0.12], [0.19, -0.08, -0.19], [0.09, 0.07, -0.03], [0.09, 0.06, 0.18], [0.03, 0.14, -0.06], [0.14, 0.01, 0.13], [-0.06, 0.08, -0.16], [-0.02, 0.05, 0.02], [-0.03, -0.05, -0.04], [0.05, -0.03, 0.06], [-0.08, 0.03, -0.14], [0.01, 0.06, 0.02], [-0.05, -0.12, 0.21], [0.04, -0.10, 0.08], [0.00, -0.07, 0.06], [-0.04, 0.16, -0.05], [-0.01, -0.02, -0.01], [-0.03, -0.09, 0.09], [-0.06, 0.01, -0.05], [-0.16, 0.00, 0.05], [-0.05, -0.02, -0.07], [0.02, 0.04, 0.00], [-0.03, -0.06, 0.00], [-0.07, -0.10, 0.01], [-0.04, 0.00, -0.05], [0.04, -0.03, 0.02], [0.26, 0.08, -0.09], [-0.10, -0.06, 0.02], [0.08, 0.15, -0.14], [0.02, 0.06, -0.05], [0.13, -0.04, 0.02], [-0.01, 0.00, -0.01], [-0.02, 0.00, 0.00], [0.00, 0.00, 0.01], [0.01, -0.01, 0.01], [-0.01, 0.00, 0.00], [0.00, -0.01, 0.00], [-0.01, 0.01, -0.01], [0.02, -0.03, 0.04], [0.01, 0.01, 0.02], [-0.04, -0.06, 0.02], [0.01, 0.02, 0.01], [-0.02, 0.00, -0.01], [0.01, 0.00, -0.02], [0.03, -0.01, -0.01], [-0.05, 0.00, -0.04], [-0.02, 0.00, -0.01], [-0.01, -0.01, 0.00], [0.00, 0.00, -0.02]], "nbo_charge": [1.58, 0.29, 0.29, 0.02, -0.56, -0.61, -0.62, -0.68, -0.49, -0.53, -0.47, -0.69, 0.08, 0.70, -0.16, -0.16, 0.10, -0.10, 0.10, -0.10, -0.09, -0.51, 0.69, 0.20, -0.08, 0.40, -0.22, -0.20, -0.22, -0.27, -0.18, -0.17, -0.51, -0.16, -0.17, -0.05, 0.39, -0.28, 0.22, -0.26, 0.23, 0.23, 0.23, 0.24, 0.25, 0.25, 0.24, 0.23, 0.23, 0.25, 0.23, 0.24, 0.24, 0.25, 0.23, 0.19, 0.25, 0.23, 0.25], "e_tot_ha": -2810.53925, "homo_energy_ev": [-10.473, -10.485], "lumo_ev": [-3.47, -5.40], "s_squared": 6.05, "spin_multiplicity": 5, "charge": 1}

=====

No. 2
{"formula": "C29H19I2N4O2Ti", "method": "ωB97M-V with the def2-TZVPD basis set", "elements": ["I", "I", "Ti", "O", "O", "N", "N", "N", "N", "C", "C", "C", "C", "C", "C", "C", "C", "C", "C", "C", "C", "C", "C", "C", "C", "C", "C", "C", "C", "C", "C", "C", "C", "C", "C", "C", "C", "C", "H", "H", "H", "H", "H", "H", "H", "H", "H", "H", "H", "H", "H", "H", "H", "H", "H", "H", "H"], "positions_angstrom": [[-1.60365, -6.28870, 3.02911], [1.21282, -4.14197, -1.75485], [0.03050, 0.35358, -0.24174], [-1.57077, 1.11915, 0.04397], [0.19192, -1.39081, -0.36906], [-1.02260, -0.94049, 1.88385], [-2.82548, 0.80927, 0.42035], [-2.40058, -1.45568, -2.22450], [-5.80222, -0.73800, 0.50257], [1.77330, 2.04199, 0.46003], [-2.84470, -0.82151, -1.37771], [-0.84390, -2.24735, 1.56256], [0.90474, 0.06706, -4.42515], [-0.13636, 4.75446, -3.81578], [-2.18204, -1.64805, 3.84885], [-0.99510, -4.63975, 1.92834], [-0.45676, 4.51602, -2.46221], [0.79911, 1.33396, -4.91326], [-1.67735, -0.65824, 2.98324], [2.51803, 1.16870, -0.34595], [-3.40980, -0.08924, -0.26591], [-1.98203, -2.96347, 3.54328], [-4.74633, -0.43503, 0.17345], [0.09794, 2.16484, -2.71696], [0.63472, -0.18211, -3.06232], [2.83396, -0.10521, 0.11763], [0.12720, -3.76426, -0.03458], [-0.34678, 3.26058, -1.93306], [-0.30249, -4.85152, 0.77080], [1.66449, 0.33140, 2.16338], [-1.28500, -3.31329, 2.36304], [-0.16552, -2.49459, 0.34823], [2.80933, -1.90171, 1.86846], [2.43352, -0.53317, 1.38470], [0.24921, 0.82796, -2.20988], [0.39477, 2.40907, -4.07865], [0.27204, 3.71945, -4.60368], [1.33506, 1.60974, 1.71196], [-1.82920, 0.39362, 3.20358], [2.69230, -2.63876, 1.07289], [3.39947, -0.77850, -0.51472], [1.19428, -0.75049, -5.07208], [0.73269, -1.19543, -2.69646], [2.86874, 1.49960, -1.31273], [-2.35713, -3.74467, 4.19119], [1.33819, 0.01329, 3.14430], [3.85865, -1.91221, 2.17016], [1.57906, 3.05172, 0.12601], [2.20788, -2.20733, 2.72332], [0.50115, 3.88232, -5.65000], [-0.65046, 3.11023, -0.90411], [-2.72139, -1.35529, 4.73832], [1.01315, 1.54027, -5.95540], [-0.80987, 5.33099, -1.84368], [0.76944, 2.27997, 2.34545], [-0.07579, -5.85811, 0.44862], [-0.23052, 5.75099, -4.22563]], "forces_ev_per_angstrom": [[-0.05, -0.11, 0.10], [0.02, 0.03, -0.04], [0.97, 0.37, 0.36], [-1.00, 0.04, -0.20], [-0.21, -1.40, 0.00], [-0.03, -0.11, -0.22], [0.56, 0.59, 0.25], [0.04, 0.02, -0.03], [0.01, -0.01, 0.03], [0.07, 0.06, 0.01], [-0.08, 0.10, 0.23], [-0.03, 0.13, 0.11], [-0.01, -0.04, 0.07], [-0.03, 0.02, 0.10], [0.01, 0.12, -0.02], [0.01, 0.09, -0.06], [0.02, 0.05, -0.12], [-0.02, 0.09, 0.00], [-0.05, -0.01, 0.09], [0.08, 0.08, 0.06], [-0.57, -0.38, -0.07], [0.02, -0.12, -0.05], [0.22, 0.02, -0.25], [-0.03, -0.10, 0.04], [0.04, -0.02, -0.05], [0.06, 0.13, -0.03], [-0.06, -0.36, 0.00], [-0.01, -0.04, 0.08], [0.03, 0.15, -0.06], [0.05, 0.07, 0.02], [-0.06, -0.08, 0.14], [0.27, 0.60, -0.32], [-0.01, 0.00, 0.00], [-0.02, -0.07, 0.00], [-0.10, 0.17, 0.13], [0.06, 0.02, -0.17], [0.01, -0.05, -0.01], [0.05, 0.04, 0.00], [-0.01, -0.01, 0.01], [0.00, 0.00, 0.00], [-0.03, 0.00, -0.02], [0.00, 0.00, 0.01], [0.00, -0.01, -0.01], [-0.05, -0.02, -0.04], [0.01, 0.01, 0.00], [-0.05, -0.03, -0.02], [0.00, 0.00, 0.01], [-0.09, -0.02, -0.05], [-0.01, 0.01, 0.00], [0.01, -0.01, 0.01], [0.02, -0.03, -0.02], [0.01, 0.00, 0.00], [-0.01, 0.01, 0.02], [0.00, 0.00, -0.01], [-0.06, -0.02, -0.01], [0.01, 0.01, 0.00], [0.00, 0.00, 0.01]], "nbo_charge": [0.22, 0.24, 1.89, -0.63, -0.78, -0.49, 0.06, -0.17, -0.19, -0.31, 0.21, 0.18, -0.23, -0.21, -0.25, -0.13, -0.17, -0.13, 0.09, -0.20, 0.01, -0.10, 0.23, 0.01, -0.17, -0.20, -0.17, -0.24, -0.25, -0.14, -0.14, 0.21, -0.65, 0.03, -0.48, -0.08, -0.17, -0.25, 0.21, 0.24, 0.25, 0.23, 0.23, 0.27, 0.25, 0.24, 0.25, 0.27, 0.23, 0.22, 0.21, 0.24, 0.22, 0.22, 0.26, 0.25, 0.23], "e_tot_ha": -2930.63533, "homo_energy_ev": -10.982, "lumo_ev": -4.14, "charge": 1}

=====

Relative energy (zero: lowest compared OMol25 entry of this formula, charge and spin)
In order: 0.5, 0.0
Unit: kcal per mole